Formula: C22H58BO28
Source: the Open Molecules 2025 dataset
Level of theory: ωB97M-V/def2-TZVPD

```
109
Properties=species:S:1:pos:R:3:lowdin_charge:R:1
O -2.27 -1.53 -1.82 0.079
C -1.33 -0.90 -1.25 -0.249
O -0.99 -0.89 0.06 0.192
B -0.02 0.15 0.37 -0.925
O 0.45 0.69 -0.92 0.175
C -0.29 0.14 -1.95 -0.316
O -0.33 0.46 -3.10 0.138
O 1.17 -0.29 1.19 0.192
C 1.19 0.31 2.37 -0.318
O 1.99 0.10 3.31 0.078
C 0.02 1.35 2.33 -0.295
O -0.64 1.24 1.15 0.212
O -0.37 1.98 3.34 0.100
O -1.78 3.22 -3.88 -0.051
H -1.81 2.28 -4.04 0.006
H -0.91 3.49 -4.18 0.027
O 4.73 1.26 2.68 -0.027
H 5.04 2.15 2.86 0.055
H 4.00 1.13 3.28 0.027
C -1.36 4.64 4.84 -0.233
C -0.02 5.17 4.24 -0.226
O 1.01 5.54 5.16 -0.066
O -1.83 5.47 5.92 -0.082
H -1.19 3.65 5.27 0.094
H -2.14 4.45 4.10 0.121
H -0.40 6.06 3.73 0.115
H 0.32 4.46 3.49 0.094
H 1.26 4.76 5.66 0.082
H -1.07 5.59 6.48 0.064
C 3.11 2.56 -0.24 -0.235
C 2.71 3.95 0.33 -0.206
O 3.51 5.04 -0.17 -0.084
O 4.42 2.27 0.13 -0.069
H 3.02 2.54 -1.33 0.108
H 2.44 1.85 0.23 0.100
H 2.93 4.02 1.39 0.108
H 1.66 4.19 0.16 0.118
H 4.39 4.68 -0.31 0.065
H 4.41 1.79 0.95 0.025
C -1.00 -3.20 2.96 -0.218
C -1.86 -1.96 3.27 -0.212
O -3.11 -2.21 3.95 -0.061
O -0.58 -3.76 4.19 -0.075
H -0.18 -2.73 2.42 0.109
H -1.48 -3.92 2.30 0.122
H -1.98 -1.44 2.32 0.088
H -1.29 -1.28 3.91 0.113
H -3.66 -2.71 3.34 0.068
H 0.12 -3.20 4.54 0.011
C -4.07 0.92 0.20 -0.200
C -4.47 -0.49 0.73 -0.234
O -5.14 -0.31 1.96 -0.052
O -5.27 1.65 -0.09 -0.072
H -3.43 1.03 -0.67 0.115
H -3.55 1.46 0.99 0.114
H -3.61 -1.15 0.79 0.089
H -5.05 -1.03 -0.01 0.110
H -5.14 -1.18 2.36 0.068
H -5.64 1.88 0.77 0.073
C 2.91 -2.08 -1.64 -0.235
C 3.60 -1.92 -0.29 -0.250
O 4.83 -2.55 -0.21 -0.037
O 2.36 -3.37 -1.89 -0.047
H 3.55 -1.80 -2.47 0.114
H 2.06 -1.40 -1.69 0.103
H 2.90 -2.36 0.41 0.117
H 3.67 -0.86 -0.05 0.116
H 4.84 -3.26 -0.85 0.075
H 3.10 -3.89 -2.20 0.073
C -5.14 -2.33 -3.30 -0.239
C -4.26 -3.25 -4.13 -0.219
O -4.85 -3.37 -5.43 -0.088
O -6.22 -3.08 -2.80 -0.077
H -5.50 -1.45 -3.84 0.129
H -4.58 -2.02 -2.42 0.082
H -4.29 -4.26 -3.72 0.112
H -3.21 -2.96 -4.27 0.106
H -4.14 -3.10 -6.02 0.021
H -5.94 -3.86 -2.31 0.080
C 0.53 -1.49 6.36 -0.152
C 1.56 -1.63 7.51 -0.220
O 2.51 -0.54 7.47 -0.082
O 1.18 -2.02 5.14 -0.111
H 0.31 -0.44 6.17 0.125
H -0.35 -2.07 6.64 0.125
H 2.10 -2.58 7.52 0.124
H 0.97 -1.43 8.40 0.108
H 3.30 -0.89 7.89 0.074
H 1.99 -1.51 5.05 0.075
C -1.30 -2.33 -6.78 -0.213
C -0.65 -0.91 -6.43 -0.216
O 0.74 -1.00 -6.15 -0.053
O -2.70 -2.34 -6.97 -0.075
H -1.06 -3.02 -5.97 0.121
H -0.84 -2.78 -7.66 0.107
H -1.18 -0.67 -5.51 0.102
H -1.02 -0.10 -7.05 0.117
H 1.15 -0.55 -6.90 0.076
H -2.95 -1.59 -7.51 0.101
C 2.97 0.49 -4.90 -0.291
C 3.70 0.84 -3.61 -0.254
O 5.01 0.39 -3.76 -0.052
O 3.35 1.25 -5.97 -0.034
H 1.95 0.77 -4.64 0.104
H 3.06 -0.58 -5.10 0.122
H 3.19 0.45 -2.74 0.096
H 3.80 1.92 -3.44 0.120
H 5.57 0.99 -3.26 0.088
H 2.76 1.20 -6.72 0.080
```

Results
* calculated total energy: -3004.72766 a.u.
* net charge: -1

---

Formula: C22H58N9O16P3V
Source: the Open Molecules 2025 dataset
Level of theory: ωB97M-V/def2-TZVPD

```
109
Properties=species:S:1:pos:R:3:lowdin_charge:R:1
O 0.43 -1.04 -0.48 -0.312
V 0.19 -2.57 -0.23 1.031
O 2.37 -4.21 -3.38 0.031
C 1.00 -4.01 -3.19 -0.757
O 0.74 -3.16 -2.26 -0.111
O 0.24 -4.61 -3.90 0.068
H 2.76 -3.53 -2.81 0.067
O -3.42 -1.24 -2.09 0.015
C -2.71 -2.40 -1.77 -0.767
O -1.86 -2.22 -0.86 -0.098
O -2.99 -3.41 -2.40 0.051
H -4.01 -1.51 -2.80 0.084
O 4.32 -3.33 0.40 0.069
C 3.23 -2.52 0.14 -0.764
O 3.43 -1.41 -0.32 0.022
O 2.11 -3.08 0.40 -0.101
H 5.02 -2.73 0.13 0.092
O -0.28 -6.63 1.14 0.010
C -0.68 -5.83 0.05 -0.741
O -1.31 -6.40 -0.82 0.040
O -0.41 -4.60 0.15 -0.082
H -0.48 -7.48 0.72 0.087
O 0.70 2.18 -5.95 -0.292
P 1.12 1.78 -4.59 0.476
N 1.95 2.97 -3.78 -0.311
C 2.18 2.97 -2.33 -0.105
C 2.72 3.91 -4.55 -0.139
N 2.14 0.48 -4.57 -0.295
C 2.58 -0.21 -3.37 -0.104
C 2.65 -0.11 -5.79 -0.116
N -0.11 1.44 -3.55 -0.298
C -0.72 0.12 -3.60 -0.068
C -0.98 2.51 -3.10 -0.113
H 3.17 2.52 -2.17 0.080
H 1.44 2.30 -1.88 0.057
H 2.19 3.98 -1.93 0.074
H 3.30 4.62 -3.97 0.070
H 2.07 4.47 -5.23 0.070
H 3.46 3.44 -5.23 0.075
H 3.61 0.13 -3.15 0.085
H 2.11 0.17 -2.47 0.064
H 2.50 -1.29 -3.35 0.075
H 3.71 0.16 -5.94 0.074
H 2.57 -1.20 -5.77 0.084
H 2.07 0.22 -6.64 0.067
H -1.28 -0.12 -2.70 0.072
H -1.38 0.09 -4.49 0.092
H -0.01 -0.69 -3.73 0.079
H -0.50 3.47 -3.33 0.063
H -1.23 2.40 -2.05 0.074
H -1.91 2.49 -3.69 0.091
O -0.43 -2.20 1.78 -0.270
P 0.03 -2.57 3.13 0.556
N 1.46 -1.81 3.51 -0.282
C 1.86 -0.67 2.68 -0.072
C 2.19 -1.98 4.74 -0.137
N 0.41 -4.13 3.43 -0.269
C 1.59 -4.78 2.91 -0.106
C -0.71 -5.06 3.68 -0.087
N -1.11 -2.22 4.28 -0.297
C -2.12 -1.20 4.01 -0.096
C -0.88 -2.47 5.67 -0.139
H 1.20 0.19 2.82 0.063
H 1.88 -0.94 1.62 0.048
H 2.87 -0.36 2.94 0.086
H 3.25 -1.89 4.52 0.082
H 2.00 -2.96 5.16 0.070
H 1.90 -1.23 5.49 0.074
H 1.43 -5.12 1.88 0.068
H 2.42 -4.07 2.80 0.071
H 1.91 -5.64 3.50 0.084
H -1.27 -4.78 4.57 0.056
H -1.36 -5.13 2.81 0.084
H -0.30 -6.06 3.77 0.077
H -2.91 -1.33 4.76 0.078
H -1.71 -0.18 4.07 0.079
H -2.59 -1.33 3.04 0.082
H -1.84 -2.76 6.12 0.081
H -0.50 -1.58 6.20 0.080
H -0.21 -3.32 5.78 0.066
O -4.05 2.99 1.15 -0.268
P -2.73 3.59 0.96 0.493
N -2.62 4.55 -0.40 -0.291
C -1.38 4.96 -1.00 -0.135
C -3.78 4.59 -1.27 -0.118
N -1.54 2.44 0.79 -0.287
C -0.17 2.61 1.23 -0.105
C -1.93 1.02 0.61 -0.057
N -2.27 4.59 2.22 -0.305
C -1.43 5.76 2.06 -0.131
C -2.43 4.06 3.56 -0.114
H -1.37 4.83 -2.08 0.064
H -0.53 4.43 -0.57 0.063
H -1.21 6.03 -0.80 0.074
H -3.77 5.51 -1.86 0.078
H -4.73 4.61 -0.74 0.070
H -3.81 3.72 -1.94 0.084
H 0.12 1.81 1.93 0.063
H 0.50 2.46 0.37 0.079
H -0.04 3.57 1.72 0.057
H -1.04 0.51 0.25 0.055
H -2.28 0.59 1.55 0.072
H -2.71 0.95 -0.14 0.082
H -1.12 6.19 3.02 0.076
H -0.52 5.57 1.49 0.055
H -1.96 6.54 1.51 0.076
H -1.66 3.32 3.82 0.076
H -3.43 3.62 3.63 0.074
H -2.43 4.87 4.30 0.073
```

Results
* calculated total energy: -4538.26093 a.u.
* <S²>: 0.772
* multiplicity: 2
* net charge: -2

---

Look up the calculated total energy of the first one.
-3004.72766 a.u.

---

Which value of calculated total energy does entry 2 give?
-4538.26093 a.u.

---

Among the records above, which one has the lowest net charge?
C22H58N9O16P3V

---

What is the formula in the first record?
C22H58BO28